Molecular formula: C20H48N5O5
Method: DFT, ωB97M-V with the def2-TZVPD basis set

Geometry as ORCA input:
```
! wB97M-V def2-TZVPD RIJCOSX def2/J DEFGRID3
* xyz 1 1
N 6.62 -0.07 5.30
C 6.37 1.18 4.80
N 7.35 1.81 4.06
C 7.35 3.31 4.08
C 6.30 3.87 5.04
C 5.01 3.17 4.65
C 3.69 3.75 5.14
C 2.53 3.48 4.16
C 1.25 2.98 4.85
C 0.39 2.26 3.82
O -0.88 1.90 4.30
N 5.18 1.75 5.04
H 6.61 -0.26 6.28
H 6.82 -0.81 4.65
H 7.31 1.49 3.09
H 8.34 3.68 4.29
H 7.10 3.67 3.08
H 6.23 4.94 4.92
H 6.57 3.63 6.07
H 4.99 3.17 3.56
H 3.44 3.38 6.13
H 3.84 4.83 5.21
H 2.33 4.37 3.58
H 2.82 2.71 3.44
H 0.69 3.84 5.21
H 1.52 2.31 5.65
H 0.30 2.93 2.96
H 0.94 1.39 3.47
H -0.92 0.95 4.39
H 4.86 1.55 5.99
C -5.37 -2.67 1.02
O -4.34 -2.98 0.11
C -4.23 -2.08 -0.99
C -2.95 -1.29 -0.91
N -2.98 -0.35 0.21
C -1.70 0.29 0.49
C -0.54 -0.59 0.93
O -0.71 -1.18 2.21
C -1.44 -2.40 2.22
H -5.46 -3.51 1.72
H -5.16 -1.76 1.59
H -6.33 -2.55 0.51
H -5.10 -1.42 -1.03
H -4.21 -2.68 -1.90
H -2.81 -0.73 -1.84
H -2.13 -2.01 -0.83
H -3.29 -0.83 1.04
H -1.88 1.03 1.28
H -1.39 0.85 -0.40
H 0.34 0.06 1.02
H -0.28 -1.35 0.19
H -1.29 -2.97 1.30
H -2.51 -2.22 2.37
H -1.08 -2.99 3.06
C -4.48 -0.30 -7.71
O -3.73 -1.46 -8.02
C -2.39 -1.20 -8.42
C -1.41 -1.71 -7.38
N -1.48 -0.91 -6.16
C -0.74 -1.47 -5.03
C -1.17 -2.82 -4.47
O -2.44 -2.80 -3.83
C -3.55 -2.98 -4.69
H -5.52 -0.61 -7.58
H -4.14 0.18 -6.79
H -4.44 0.43 -8.53
H -2.23 -0.14 -8.61
H -2.22 -1.74 -9.35
H -0.40 -1.65 -7.78
H -1.64 -2.77 -7.20
H -2.45 -0.81 -5.89
H -0.80 -0.74 -4.22
H 0.32 -1.54 -5.32
H -0.46 -3.09 -3.69
H -1.13 -3.62 -5.22
H -3.31 -3.62 -5.54
H -3.94 -2.02 -5.06
H -4.34 -3.45 -4.11
*
```

Values from the calculation:
**LUMO energy**: -4.1 eV
**Orbital gap**: 5.820 eV
**Highest occupied orbital energy**: -0.3642 hartree
**Energy above the lowest of the compared OMol25 structures with the same formula, charge and spin**: 0.0 kcal/mol
**E_tot**: -39196.937 eV